Here is a cluster of 2 separate species, C6H12O2 in total at a distorted geometry from OMol25. Energies are from the ωB97M-V functional and the def2-TZVPD basis.

Structure (XYZ):
```
20
Properties=species:S:1:pos:R:3:forces:R:3:nbo_charge:R:1
C 1.20708 -0.72770 -2.60304 -0.36 5.19 1.18 -0.5610
C 0.89216 -1.23211 -1.17425 5.42 0.46 0.51 -0.4933
C 0.13009 3.03760 1.33926 -0.64 3.16 2.14 -0.1877
C -0.31929 1.88573 0.85383 1.98 -5.46 -2.62 0.3280
O -1.39199 1.22948 1.31251 -1.57 1.30 -0.89 -0.6348
C 0.57161 0.98147 -0.00257 0.03 3.99 4.14 -0.1996
C 0.13211 -0.21540 -0.42256 -0.52 -2.69 -1.63 0.0813
H 1.60024 0.42543 -2.68498 -0.19 -3.01 0.57 0.2108
H 1.79337 -1.41742 -3.06372 2.11 -1.63 -1.32 0.2315
H 0.35458 -0.59682 -3.19873 -1.71 -0.33 -0.66 0.2166
H 2.06110 -1.35945 -0.71782 -3.06 0.62 -0.78 0.2455
H 0.65969 -2.27192 -1.35525 -1.41 -0.02 0.87 0.2701
H -0.60144 3.62660 1.95254 0.84 -0.50 -0.52 0.2381
H 1.14341 3.43454 1.33681 -0.20 -0.30 -0.64 0.2486
H -2.18808 1.68975 0.96746 -0.03 -0.38 0.79 0.5150
H 1.58920 1.36594 0.25378 -0.31 -1.02 -1.60 0.2480
H -0.91132 -0.49565 -0.38545 -0.39 0.61 0.46 0.2421
H -1.52509 -2.91961 2.73072 1.92 -0.35 0.16 0.4633
H -2.75053 -3.57467 2.20067 -1.24 -3.30 -2.02 0.4668
O -2.44689 -2.86581 2.66079 -0.66 3.65 1.84 -0.9292
```
Positions in Å, forces in eV/Å.

Properties
HOMO energy (alpha / beta): -0.520 / -0.520 Ha
lowest unoccupied orbital energy (alpha / beta): -4.577 / -8.109 eV
net charge: +1
multiplicity: 2
<S²>: 0.781
energy relative to the best compared isomer or geometry (same formula, charge and spin): 3.2391 eV

---

Here is a structure of composition C2H5InNO4 at a distorted geometry from OMol25. Energies are from the ωB97M-V functional and the def2-TZVPD basis.

Structure (XYZ):
```
13
Properties=species:S:1:pos:R:3:forces:R:3:nbo_charge:R:1
In 27.40751 21.96758 3.88277 0.48 0.24 0.54 1.0270
N 29.77893 23.93710 5.62572 -0.29 1.26 -2.18 0.7039
O 29.08646 22.97666 6.05332 -0.53 -0.73 0.46 -0.4304
O 30.24827 24.79532 6.31861 -0.03 -0.65 0.47 -0.2696
O 29.84188 23.99014 4.36593 0.09 -0.31 0.85 -0.4053
C 25.40911 22.51242 7.67402 0.01 1.40 0.00 -0.5595
C 25.36818 21.00021 7.30004 2.06 -1.69 -0.40 -0.1114
O 25.83380 20.80841 6.06980 -0.76 0.51 0.44 -0.2520
H 24.81926 23.07875 6.95680 -0.24 0.03 0.29 0.2364
H 26.43114 22.89563 7.63265 0.22 -0.53 -0.25 0.2519
H 25.10041 22.64118 8.71085 -0.49 -0.26 -0.13 0.2675
H 24.29032 20.72497 7.36077 -0.53 0.49 -0.37 0.3380
H 25.88418 20.33762 8.00064 0.02 0.25 0.29 0.2036
```
Positions in Å, forces in eV/Å.

Properties
HOMO energy: -0.483 Ha
lowest unoccupied orbital energy: -10.245 eV
net charge: +1
energy relative to the best compared isomer or geometry (same formula, charge and spin): 0.0000 eV

---

Here is a cluster of 9 separate species, C10H38N2O9 in total at a distorted geometry from OMol25. Energies are from the ωB97M-V functional and the def2-TZVPD basis.

Structure (XYZ):
```
59
Properties=species:S:1:pos:R:3:forces:R:3:nbo_charge:R:1
N -1.64322 -2.74708 0.72322 -0.74 2.29 -0.54 -0.8370
C -0.88422 -3.68408 1.20322 -3.22 -8.37 -0.68 0.7402
N 0.26678 -3.31608 1.61522 5.76 0.61 2.19 -0.8393
O -1.20222 -4.99708 1.21422 0.95 5.53 -0.09 -0.7402
H -2.52022 -3.04508 0.42422 -1.52 -0.26 -0.62 0.4099
H -1.31922 -1.77708 0.59722 -0.23 -1.10 -0.08 0.4271
H 0.96078 -4.03308 1.90222 -1.16 0.83 -0.14 0.4288
H 0.49178 -2.34408 1.77222 0.02 -0.09 -0.12 0.4008
C -1.65222 0.16792 1.82822 -0.37 0.08 1.81 -0.6497
C -0.46922 0.71192 1.09522 0.75 -0.21 -0.74 -0.0787
O -0.07622 -0.41908 0.32822 0.46 -0.95 0.10 -0.7847
H -1.45222 -0.71908 2.51722 0.13 0.96 -1.25 0.2253
H -2.38022 -0.08508 1.07422 -0.56 -0.23 0.15 0.2161
H -2.07622 0.88992 2.52322 -0.20 0.32 -0.18 0.2215
H 0.36878 1.01992 1.78122 -0.80 0.13 -0.86 0.1877
H -0.73522 1.44092 0.27522 0.10 0.14 1.61 0.1737
H 0.54878 -0.19808 -0.36178 0.12 0.24 -0.37 0.5056
C -3.80322 2.40992 0.13622 0.25 0.09 1.29 -0.2523
O -4.71422 1.34992 0.00922 -0.44 -0.46 -0.26 -0.7127
H -3.63322 2.61392 1.21822 0.04 -0.24 -0.74 0.1817
H -4.30722 3.27092 -0.26978 0.53 0.79 -0.31 0.1723
H -2.85922 2.13492 -0.35078 -0.02 0.53 0.02 0.1554
H -5.09722 1.53292 -0.85278 -0.44 -0.61 0.06 0.4593
C -2.67022 -0.43608 -1.79978 0.30 0.49 -0.98 -0.2574
O -3.44622 -0.73808 -2.98078 0.18 -1.26 0.49 -0.7273
H -1.74322 -1.04408 -1.66078 -1.03 0.18 -0.75 0.2041
H -3.21522 -0.41708 -0.86578 -0.51 -0.24 0.06 0.1756
H -2.38822 0.56992 -2.05178 0.88 0.81 0.79 0.1425
H -4.14222 -0.08308 -3.09378 0.17 -0.05 0.26 0.4594
C 1.36878 0.84492 -3.42078 2.03 -1.74 -2.51 -0.2741
O 0.37678 0.43792 -2.54778 -1.89 1.77 -0.17 -0.7105
H 2.13378 0.12192 -3.21478 1.27 0.20 0.17 0.1805
H 1.70678 1.86392 -3.38678 0.16 0.55 0.79 0.1804
H 1.25578 0.65592 -4.53478 -0.99 0.08 1.02 0.1656
H -0.21522 1.21192 -2.63178 -0.48 -1.04 0.69 0.4658
C 2.97578 -0.67308 0.38122 0.36 -0.70 -0.51 -0.2520
O 3.85878 0.39092 0.47322 0.55 1.16 -0.38 -0.7194
H 2.26978 -0.63508 1.17022 -0.75 0.17 0.78 0.1629
H 3.50178 -1.58908 0.43322 0.69 -1.26 0.45 0.1810
H 2.47478 -0.80508 -0.56278 -0.48 0.57 -0.61 0.1551
H 4.07578 0.70992 -0.41278 0.05 -0.02 0.35 0.4747
C 1.37678 -2.99008 -1.93778 2.22 1.62 0.20 -0.2392
O 1.90778 -3.61808 -0.80478 -0.40 -0.72 1.22 -0.7496
H 2.24178 -2.32708 -2.26078 -1.12 -0.58 -0.48 0.1482
H 0.61078 -2.32108 -1.59778 -0.92 0.31 -0.47 0.1647
H 1.09078 -3.66308 -2.73078 -0.27 -0.22 -0.14 0.1809
H 1.27478 -3.46908 -0.07178 0.56 -0.42 -0.56 0.4780
C 1.42678 1.92492 4.00722 2.29 -1.54 2.16 -0.2485
O 2.59678 2.12992 3.23522 -1.05 1.56 -1.05 -0.7271
H 1.70778 2.17192 5.07822 -0.92 -0.19 -0.96 0.1695
H 1.21078 0.86092 3.94322 -0.41 -0.28 0.39 0.1562
H 0.54778 2.41892 3.70122 -0.54 1.18 -0.71 0.1804
H 3.22578 1.45792 3.43822 0.57 -0.70 0.19 0.4735
C 1.66578 2.51292 -0.55478 -0.59 0.00 0.65 -0.2475
O 2.67578 3.36392 -1.05278 0.37 -1.95 -0.47 -0.7102
H 0.73678 2.59392 -1.10978 -0.38 0.50 -0.20 0.1332
H 1.46278 2.71392 0.50522 0.09 -0.05 -0.15 0.1809
H 1.88278 1.45992 -0.64278 0.80 -0.06 -0.08 0.1745
H 2.36778 4.21492 -0.84078 -0.21 1.86 0.28 0.4645
```
Positions in Å, forces in eV/Å.

Properties
HOMO energy: -0.329 Ha
lowest unoccupied orbital energy: -0.013 eV
net charge: 0
SMILES string: NC(N)=O.CCO.CO.CO.CO.CO.CO.CO.CO
energy relative to the best compared isomer or geometry (same formula, charge and spin): 6.7391 eV

---

Here is a structure of composition C21H19NOS at a distorted geometry from OMol25. Energies are from the ωB97M-V functional and the def2-TZVPD basis.

Structure (XYZ):
```
43
Properties=species:S:1:pos:R:3:forces:R:3:nbo_charge:R:1
C -3.86457 0.44177 -2.66541 0.62 -0.64 0.05 -0.2570
O -2.97959 -0.71009 -2.57748 -0.63 0.55 -0.22 -0.5203
C -1.63105 -0.52070 -2.62943 1.02 0.29 0.26 0.3799
C -0.80376 -1.69159 -2.62420 -0.98 0.82 -0.18 -0.2948
C 0.56578 -1.55701 -2.52423 0.00 0.98 0.62 -0.1905
C 1.13716 -0.27095 -2.30115 -2.06 -0.01 -1.89 -0.2666
S 2.71411 -0.09424 -1.77899 1.05 0.15 1.07 -0.0036
C 0.34276 0.88127 -2.55070 0.31 -0.93 0.62 -0.1951
C -1.03120 0.77001 -2.65116 -0.88 -1.02 -0.18 -0.3320
H -4.87760 0.03139 -2.66514 0.26 0.04 -0.01 0.2013
H -3.74407 1.11255 -1.80429 0.08 -0.19 -0.12 0.1786
H -3.69547 1.00920 -3.58919 0.02 -0.17 0.13 0.1822
H -1.26804 -2.68107 -2.67707 0.07 0.43 -0.07 0.2242
H 1.23311 -2.41300 -2.56263 -0.18 0.04 0.23 0.2237
H 0.82600 1.85083 -2.60104 -0.04 -0.07 0.21 0.2226
H -1.65598 1.66120 -2.72686 0.24 -0.27 -0.05 0.2155
C -1.45862 0.01399 2.73174 0.19 -0.07 0.01 -0.4051
N -0.21711 0.07998 1.96429 -0.23 -0.19 0.14 -0.3927
C 0.44469 -1.12467 1.73481 0.83 0.22 -0.59 0.1562
C -0.05396 -2.32289 2.25606 -0.03 -0.66 0.00 -0.2195
C 0.61387 -3.52935 2.04369 0.44 0.55 -0.10 -0.1920
C 1.83482 -3.53410 1.34236 -0.18 -0.36 -0.03 -0.2418
C 2.34723 -2.36317 0.81342 -0.36 0.35 0.32 -0.1692
C 1.67176 -1.13987 0.99418 -0.97 -1.03 0.62 -0.0510
C 2.19340 0.08158 0.48663 3.07 0.07 -1.87 -0.1423
C 1.52586 1.30472 0.77705 -1.17 0.97 0.45 -0.1635
C 0.30575 1.29328 1.53088 0.56 -0.05 -0.45 0.2816
C -0.31825 2.51304 1.83881 0.03 0.74 -0.24 -0.2903
C 0.20781 3.72185 1.38031 0.39 -0.55 0.10 -0.1704
C 1.41654 3.72581 0.66424 -0.07 0.31 -0.20 -0.2498
C 2.05742 2.53862 0.36066 -0.29 -0.22 0.37 -0.1361
H -1.87685 1.00461 2.86442 -0.02 -0.25 -0.03 0.2149
H -2.19417 -0.61576 2.21724 0.11 0.14 0.06 0.2089
H -1.26526 -0.41218 3.72439 -0.07 0.12 -0.14 0.2034
H -0.97269 -2.32454 2.83442 0.21 -0.09 -0.18 0.2094
H 0.20970 -4.45863 2.45329 0.13 0.36 -0.16 0.2178
H 2.37448 -4.47079 1.19315 -0.19 0.25 0.06 0.2172
H 3.28071 -2.33945 0.24916 -0.28 -0.13 0.13 0.2298
H 3.29611 0.14128 0.30767 -1.08 0.01 1.43 0.2430
H -1.22548 2.56155 2.43605 0.30 -0.02 -0.26 0.2093
H -0.30101 4.66255 1.61422 0.20 -0.41 -0.09 0.2178
H 1.84760 4.66670 0.32183 -0.15 -0.21 0.11 0.2171
H 2.98808 2.50629 -0.20599 -0.26 0.16 0.09 0.2290
```
Positions in Å, forces in eV/Å.

Properties
HOMO energy: -0.242 Ha
lowest unoccupied orbital energy: -0.454 eV
net charge: 0

---

Here is a cluster of 7 separate species, C10H34O7 in total at a distorted geometry from OMol25. Energies are from the ωB97M-V functional and the def2-TZVPD basis.

Structure (XYZ):
```
51
Properties=species:S:1:pos:R:3:forces:R:3:nbo_charge:R:1
C -0.71754 -0.77360 2.83806 0.93 -0.01 0.24 -0.6340
C 0.50472 -1.14308 1.98364 -0.62 1.14 0.83 -0.0755
O 0.05377 -1.40474 0.65102 0.57 -0.60 0.09 -0.7668
H -0.41753 -0.48077 3.84916 0.11 -0.14 -0.05 0.2170
H -1.37500 -1.63593 2.93083 -0.32 0.19 -0.15 0.2066
H -1.17809 0.11356 2.40748 -0.41 -0.24 -0.14 0.2194
H 1.12062 -1.89857 2.47376 -0.22 -0.53 -0.53 0.1829
H 1.15541 -0.26664 1.93035 -0.03 -0.01 -0.23 0.1797
H -0.13259 -2.34242 0.52405 0.02 0.05 0.11 0.4950
C 2.71857 0.67379 -1.94046 0.06 0.46 -0.76 -0.6421
C 2.10678 1.88724 -2.63927 -0.36 0.50 0.91 -0.0573
O 0.69594 1.81447 -2.80726 0.42 -0.41 -0.23 -0.7399
H 2.34711 0.59594 -0.91896 0.07 -0.17 0.04 0.1939
H 3.80184 0.81613 -1.95333 0.03 -0.10 0.34 0.2106
H 2.51542 -0.22936 -2.51452 -0.19 -0.07 0.12 0.2075
H 2.60215 2.07394 -3.59060 -0.32 -0.14 -0.21 0.1724
H 2.27508 2.77601 -2.01655 0.44 -0.01 -0.08 0.1515
H 0.32413 1.60404 -1.93404 -0.17 -0.05 -0.32 0.4850
C 1.61667 3.62472 2.27343 0.06 -0.83 0.21 -0.6202
C 1.34229 2.87416 0.97229 0.04 0.97 -0.13 -0.0554
O 0.02303 3.15298 0.55347 -0.34 -0.13 0.13 -0.7517
H 2.62932 3.37241 2.60012 0.03 0.23 0.04 0.2006
H 0.93509 3.29602 3.06120 -0.05 -0.03 -0.06 0.2023
H 1.51129 4.70276 2.18669 0.04 0.02 -0.27 0.2165
H 1.54384 1.80320 1.06974 -0.12 -0.05 0.14 0.1422
H 2.03707 3.27195 0.22075 0.08 -0.22 -0.05 0.1531
H -0.38823 2.40579 0.09254 0.18 0.04 0.01 0.5015
C -5.13391 -1.21843 0.94426 0.49 -0.25 -0.17 -0.6371
C -4.76242 -0.04961 0.02194 -0.61 -0.29 0.42 -0.0617
O -4.96959 1.19942 0.65668 -0.18 0.26 0.09 -0.7194
H -6.14694 -1.07235 1.31510 0.05 0.11 0.13 0.2176
H -4.44411 -1.35574 1.78116 -0.07 0.28 0.09 0.1943
H -5.12963 -2.17913 0.41895 0.02 0.14 -0.21 0.2034
H -5.49803 -0.09131 -0.78307 0.31 0.24 -0.26 0.1761
H -3.74957 -0.07227 -0.38650 -0.06 -0.37 -0.04 0.1621
H -4.29272 1.34986 1.32317 0.06 -0.09 -0.06 0.4640
C 3.07395 -2.64668 0.00203 0.36 0.96 0.03 -0.6447
C 2.75970 -2.86440 -1.47072 0.52 -0.26 -0.01 -0.0638
O 1.38205 -2.76539 -1.77446 -0.29 -0.19 0.15 -0.7326
H 2.69234 -3.42336 0.66268 0.08 -0.20 -0.16 0.2051
H 2.68914 -1.69363 0.37856 -0.32 -0.03 -0.26 0.2032
H 4.14841 -2.50276 0.14217 0.07 -0.53 -0.02 0.2202
H 3.12546 -3.85349 -1.75883 -0.48 -0.18 0.03 0.1753
H 3.33139 -2.21010 -2.13738 0.01 0.36 0.36 0.1626
H 1.04449 -1.96806 -1.34557 0.15 0.05 -0.11 0.4747
O -2.33952 -1.07443 -2.58580 -0.01 -0.20 0.14 -0.9514
H -2.06202 -1.38984 -3.45456 0.06 0.17 0.08 0.4892
H -2.31408 -1.85772 -2.02281 -0.05 0.03 -0.12 0.4730
O -0.93255 0.73819 -0.72620 0.13 -0.29 0.53 -1.0168
H -1.53494 0.30264 -1.35125 0.16 0.10 -0.13 0.5124
H -0.58805 0.01460 -0.15316 -0.31 0.35 -0.55 0.4994
```
Positions in Å, forces in eV/Å.

Properties
HOMO energy: -0.349 Ha
lowest unoccupied orbital energy: 0.092 eV
net charge: 0
SMILES string: CCO.CCO.CCO.CCO.CCO.O.O
energy relative to the best compared isomer or geometry (same formula, charge and spin): 1.2928 eV

---

Here is a structure of composition C4H8O2Zn at a distorted geometry from OMol25. Energies are from the ωB97M-V functional and the def2-TZVPD basis.

Structure (XYZ):
```
15
Properties=species:S:1:pos:R:3:forces:R:3:nbo_charge:R:1
H 2.68334 -1.43773 0.75398 0.33 0.71 -0.03 0.2152
C 1.05041 -0.71211 -0.60422 -0.50 2.33 -0.95 -0.5643
C 1.87982 -0.70008 0.62556 -3.71 0.42 4.15 0.5704
O 1.41616 -0.13954 1.74460 5.20 -3.98 -5.47 -0.8360
Zn 0.12621 0.89319 2.31039 -2.71 2.34 1.33 0.9655
H 1.70437 -0.60471 -1.48797 -0.04 -0.58 0.37 0.2852
H 0.50860 -1.66798 -0.67287 0.49 -0.13 0.14 0.2978
O -2.13849 1.34399 -0.08445 0.62 -0.21 -0.13 -0.7116
C -1.36614 0.15300 -0.15328 -0.58 0.20 -0.09 -0.0651
C -0.01466 0.48431 -0.74863 1.00 -0.71 0.25 -0.4200
H -3.00844 1.14271 0.26996 -0.16 -0.02 -0.04 0.4899
H -1.86927 -0.61427 -0.76701 0.16 0.10 0.32 0.2006
H -1.24829 -0.23662 0.87256 -0.06 -0.42 -0.02 0.1089
H 0.40889 1.36670 -0.24362 -0.16 0.00 -0.27 0.2040
H -0.13252 0.72912 -1.81500 0.13 -0.05 0.44 0.2597
```
Positions in Å, forces in eV/Å.

Properties
HOMO energy (alpha / beta): -0.469 / -0.538 Ha
lowest unoccupied orbital energy (alpha / beta): -5.775 / -5.817 eV
net charge: +1
multiplicity: 2
<S²>: 0.751
energy relative to the best compared isomer or geometry (same formula, charge and spin): 0.0000 eV

---

no.,molar mass (g mol⁻¹)
1,116.16
2,221.88
3,330.42
4,333.46
5,266.37
6,153.50